# 1
C31H31FN5O3PdSSe | the ωB97M-V functional and the def2-TZVPD basis

ORCA input file:
```
! RIJCOSX wB97M-V def2-TZVPD def2/J DEFGRID3
* xyz -1 1
Pd 0.8592 -0.0207 -0.6035
C -2.0413 4.5097 -2.1407
C -1.6958 3.0316 -1.9481
C -2.1028 2.2031 -3.1711
C -2.3667 2.4548 -0.7217
C -3.7342 2.6215 -0.5783
C -4.4167 2.0615 0.4825
C -3.7265 1.2688 1.3761
C -2.3562 1.0747 1.2792
C -1.7208 0.1785 2.3175
C -0.5178 0.8191 3.0059
C -1.3327 -1.1568 1.6776
C -1.6411 1.7110 0.2418
N -0.2449 1.6864 0.1753
C 0.4045 2.8663 0.2950
C -0.1661 3.9928 0.9361
C 0.5415 5.1551 1.1401
C 1.8540 5.2819 0.7078
C 2.4466 4.2143 0.0514
C 1.7334 3.0550 -0.1422
F 2.3583 2.0298 -0.8253
H -1.4021 4.9508 -2.9025
H -1.8916 5.0516 -1.2091
H -3.0775 4.6301 -2.4540
H -0.6111 2.9458 -1.8466
H -3.1719 2.2728 -3.3579
H -1.8459 1.1603 -3.0024
H -1.5602 2.5441 -4.0510
H -4.2784 3.2081 -1.3035
H -5.4757 2.2301 0.6035
H -4.2596 0.7984 2.1899
H -2.4827 -0.0084 3.0849
H 0.3188 0.8657 2.3148
H -0.2279 0.2304 3.8741
H -0.7524 1.8325 3.3269
H -0.6789 -0.9702 0.8030
H -2.2184 -1.6915 1.3422
H -0.8089 -1.7788 2.4025
H -1.1867 3.9104 1.2773
H 0.0681 5.9838 1.6493
H 2.4071 6.1940 0.8701
H 3.4567 4.2798 -0.3230
N 3.0537 -1.4841 6.2194
C 2.8546 -1.3460 5.0959
C 2.6232 -1.1548 3.7243
C 2.1507 -2.1844 2.8949
C 1.9385 -1.9253 1.5589
N 2.1551 -0.7242 0.9904
C 2.6497 0.2458 1.7815
C 2.8888 0.0876 3.1261
H 1.9608 -3.1651 3.3025
H 1.5979 -2.7178 0.9009
H 2.8853 1.1888 1.3064
H 3.2688 0.9057 3.7201
Se 2.1856 0.6391 -4.8850
C 1.1568 0.6188 -3.4907
N 0.3963 0.5557 -2.5989
N 1.1731 -2.0779 -1.8846
C 1.0887 -3.4881 -1.7450
C 0.0551 -4.0252 -0.9800
C -0.1163 -5.3966 -0.9153
C 0.7495 -6.2161 -1.6024
C 1.7878 -5.7094 -2.3467
C 1.9692 -4.3374 -2.4100
S 0.3623 -7.9880 -1.7432
O 1.6607 -8.6400 -1.7057
O -0.2993 -8.0020 -3.0426
O -0.5017 -8.2629 -0.6059
H 1.9218 -1.8178 -2.5264
H 0.2843 -1.7316 -2.2647
H -0.6234 -3.3532 -0.4710
H -0.9177 -5.8486 -0.3556
H 2.4186 -6.3995 -2.8815
H 2.7664 -3.9238 -3.0100
*
```

**Max |F|**: 2.22 eV/A
**Relative energy (zero: lowest compared OMol25 entry of this formula, charge and spin)**: 29.4 kcal/mol
**E_LUMO (alpha / beta)**: -0.41 / -0.42 eV
**Gap between HOMO and LUMO (alpha / beta)**: 0.1954 / 0.1950 Eh
**HOMO (alpha / beta)**: -5.7 / -5.7 eV


# 2
C31H31MoN6S | the ωB97M-V functional and the def2-TZVPD basis

ORCA input file:
```
! RIJCOSX wB97M-V def2-TZVPD def2/J DEFGRID3
* xyz 3 1
Mo 0.6360 1.0685 0.0578
C 5.6408 2.7387 -0.7753
N 4.4946 3.4780 -0.2386
C 4.5714 4.6472 0.4961
C 3.3162 4.9924 0.8350
N 2.4669 4.0267 0.2967
C 3.2173 3.1078 -0.3362
S 2.7102 1.6201 -1.0341
C 1.0495 4.1547 0.2849
C 0.5625 5.3977 0.1522
C -0.8245 5.7097 0.4095
C -1.6293 4.7163 0.7622
C -1.1903 3.2925 0.7223
N 0.2580 2.9986 0.4375
H 6.5025 3.3991 -0.7546
H 5.4360 2.4518 -1.8035
H 5.8319 1.8614 -0.1609
H 5.5132 5.1201 0.7121
H 2.9465 5.8162 1.4172
H 1.2507 6.1990 -0.0755
H -1.1510 6.7393 0.4037
H -2.6406 4.8961 1.1031
H -1.4498 2.8190 1.6719
C -0.9333 -4.9272 2.3639
C -1.7596 -4.9569 1.1099
C -2.7344 -5.9294 0.9022
C -3.4902 -5.9618 -0.2597
C -3.2781 -5.0271 -1.2651
C -2.3050 -4.0545 -1.0963
C -1.5789 -4.0260 0.0883
N -0.5639 -3.0103 0.2591
C -0.7951 -1.7119 0.2029
N -2.0297 -1.2448 0.0210
C -2.3833 0.1053 -0.1679
C -1.4509 1.1211 -0.2620
C -1.9621 2.4982 -0.4050
C -3.4130 2.7138 -0.4465
C -4.2732 1.6744 -0.3750
C -3.7794 0.3577 -0.2079
C -4.7616 -0.7519 -0.0599
N 0.2033 -0.8143 0.3388
C 1.5868 -1.1247 0.1395
C 2.4420 -1.0450 1.2562
C 3.7941 -1.2788 1.0971
C 4.2714 -1.6125 -0.1661
C 3.4213 -1.7158 -1.2645
C 2.0599 -1.4829 -1.1506
C 1.1514 -1.6276 -2.3368
H -1.2867 -5.6714 3.0732
H -0.9762 -3.9540 2.8570
H 0.1156 -5.1612 2.1613
H -2.9011 -6.6733 1.6700
H -4.2399 -6.7302 -0.3884
H -3.8446 -5.0705 -2.1845
H -2.0862 -3.3562 -1.8969
H 0.3538 -3.3002 0.5721
H -2.7529 -1.9539 -0.0225
H -1.5702 2.9312 -1.3396
H -3.7824 3.7226 -0.5820
H -5.3420 1.8262 -0.4316
H -5.7843 -0.3887 -0.0805
H -4.6057 -1.2844 0.8840
H -4.6449 -1.4800 -0.8707
H 2.0180 -0.8161 2.2276
H 4.4639 -1.2263 1.9438
H 5.3269 -1.8120 -0.3008
H 3.8309 -1.9857 -2.2297
H 1.7015 -1.4611 -3.2607
H 0.3072 -0.9327 -2.3211
H 0.7421 -2.6402 -2.3789
*
```

**Max |F|**: 0.53 eV/A
**E_LUMO (alpha / beta)**: -10.19 / -10.23 eV
**Gap between HOMO and LUMO (alpha / beta)**: 0.2171 / 0.2168 Eh
**HOMO (alpha / beta)**: -16.1 / -16.1 eV


# 3
C31H31N13O3S3Ti | the ωB97M-V functional and the def2-TZVPD basis

ORCA input file:
```
! RIJCOSX wB97M-V def2-TZVPD def2/J DEFGRID3
* xyz 0 1
Ti 0.6892 0.5137 1.3765
O 3.8120 2.8817 2.3358
C 2.9476 2.2344 1.7495
N 2.4118 1.0638 2.1252
C 2.8268 0.5012 3.3870
C 1.5842 0.1550 4.1641
C 1.6049 -0.0844 5.5279
C 0.4316 -0.4417 6.1736
C -0.7215 -0.5713 5.4094
C -0.6687 -0.2965 4.0594
N 0.4561 0.0780 3.4349
C 2.3173 2.7165 0.4771
C 2.9243 3.6707 -0.3188
C 2.2845 4.0841 -1.4718
C 1.0380 3.5493 -1.7633
C 0.4965 2.6064 -0.9117
N 1.1234 2.1765 0.1807
H 3.4044 -0.4198 3.2231
H 3.4651 1.2061 3.9289
H 2.5324 0.0167 6.0746
H 0.4190 -0.6164 7.2402
H -1.6582 -0.8687 5.8593
H -1.5582 -0.3724 3.4461
H 3.8896 4.0490 -0.0139
H 2.7488 4.7957 -2.1408
H 0.4967 3.8471 -2.6499
H -0.4641 2.1610 -1.1193
N -1.3534 3.9658 3.0318
C -0.1711 3.3619 2.8905
N -0.3467 2.2299 2.2466
C -1.7050 2.1666 2.0172
N -2.3471 3.2314 2.4859
C -2.2113 0.9844 1.4065
C -3.5675 0.6588 1.3521
N -4.0267 -0.4897 0.9025
C -3.0654 -1.3710 0.4860
C -1.7306 -1.1013 0.5154
N -1.2233 0.0911 0.9729
H -1.5681 4.8366 3.4835
H 0.7652 3.7500 3.2579
H -4.2915 1.3795 1.7211
H -3.4274 -2.3255 0.1237
H -1.0156 -1.8338 0.1739
N 0.8544 -3.7922 -5.7267
C 1.3319 -2.9681 -4.7283
C 1.9577 -3.5101 -3.5995
C 2.4786 -2.6837 -2.6255
C 2.3757 -1.3048 -2.7552
C 1.7821 -0.7565 -3.8813
C 1.2653 -1.5799 -4.8606
S 2.8580 -0.2377 -1.4223
O 2.7746 1.1075 -1.9018
O 4.1297 -0.6893 -0.9121
N 1.7278 -0.4591 -0.2310
C 1.9447 -1.4392 0.6556
S 3.3481 -2.4807 0.7878
C 2.5708 -3.2686 2.1339
C 1.3942 -2.6807 2.4216
N 1.0332 -1.6494 1.5867
H 0.7224 -4.7628 -5.5062
H 0.2132 -3.3988 -6.3917
H 2.0181 -4.5862 -3.4907
H 2.9742 -3.1101 -1.7677
H 1.7227 0.3190 -3.9659
H 0.7722 -1.1514 -5.7245
H 3.0519 -4.0945 2.6284
H 0.7185 -2.9688 3.2144
C -2.9243 -2.1263 -3.5405
N -3.3020 -0.8713 -2.9539
C -4.6773 -0.4056 -2.9242
C -4.5883 0.9018 -2.1236
N -3.1490 1.0974 -1.9985
C -2.4430 0.0086 -2.3962
S -0.7939 -0.1765 -2.2938
H -3.3476 -2.9606 -2.9735
H -1.8371 -2.1867 -3.5177
H -3.2757 -2.1867 -4.5747
H -5.3230 -1.1437 -2.4422
H -5.0416 -0.2379 -3.9433
H -5.0629 0.8022 -1.1470
H -5.0301 1.7446 -2.6571
H -2.7722 1.7161 -1.3022
*
```

**Max |F|**: 2.58 eV/A
**Relative energy (zero: lowest compared OMol25 entry of this formula, charge and spin)**: 27.7 kcal/mol
**E_LUMO (alpha / beta)**: 0.33 / 0.33 eV
**Gap between HOMO and LUMO (alpha / beta)**: 0.2004 / 0.2003 Eh
**HOMO (alpha / beta)**: -5.1 / -5.1 eV


Q: Look up the max |F| of the second one.
A: 0.53 eV/A